1:
Below is C2H8N2S2 in the gas phase, with properties calculated with ωB97M-V with the def2-TZVPD basis set.

E_HOMO = -8.603 eV
HOMO-LUMO gap = 0.349 Eh

Bonds (Å) are listed after each position.
CARTESIAN COORDINATES (ANGSTROEM)
1 C 2.37 -0.96 -0.26  S5 1.848, H7 1.068, H8 1.016, H9 1.039
2 C -1.63 0.64 -1.22  S6 1.844, H10 1.081, H11 1.081, H12 1.074
3 N -2.71 -0.03 1.20  S6 1.579, H13 1.111
4 N 0.09 0.23 0.52  S5 1.692, S6 1.822, H14 1.035
5 S 1.26 -0.78 1.21  C1 1.848, N4 1.692
6 S -1.56 -0.51 0.23  C2 1.844, N3 1.579, N4 1.822
7 H 2.45 -0.08 -0.86  C1 1.068
8 H 1.99 -1.64 -0.92  C1 1.016
9 H 3.27 -1.32 0.12  C1 1.039
10 H -2.38 0.27 -1.90  C2 1.081
11 H -0.72 0.50 -1.79  C2 1.081
12 H -1.63 1.63 -0.80  C2 1.074
13 H -2.96 -0.81 1.96  N3 1.111
14 H 0.18 1.18 0.92  N4 1.035

=====

2:
Below is 2 unconnected molecules or ions with the total composition C2H8N2S2, with properties calculated with ωB97M-V with the def2-TZVPD basis set.

E_HOMO = -9.216 eV
HOMO-LUMO gap = 0.358 Eh
SMILES = [H]/N=C\N.CSS

Bonds (Å) are listed after each position.
CARTESIAN COORDINATES (ANGSTROEM)
1 H 0.04 -3.62 0.97  N2 1.030
2 N -0.95 -3.50 0.72  H1 1.030, C3 1.273
3 C -1.28 -2.47 1.41  N2 1.273, N4 1.390, H5 1.093
4 N -0.47 -1.73 2.26  C3 1.390, H6 1.015, H7 1.006
5 H -2.20 -1.94 1.17  C3 1.093
6 H 0.39 -1.43 1.81  N4 1.015
7 H -0.90 -1.02 2.82  N4 1.006
8 C 1.18 3.14 -1.41  S9 1.854, H11 1.088, H12 1.081, H13 1.086
9 S -0.19 2.02 -0.87  C8 1.854, S10 2.018
10 S -0.25 0.72 -2.42  S9 2.018, H14 1.338
11 H 0.80 3.65 -2.29  C8 1.088
12 H 1.36 3.85 -0.61  C8 1.081
13 H 2.13 2.68 -1.68  C8 1.086
14 H 0.34 -0.35 -1.90  S10 1.338

=====

So which one is most stable? That would be 2, about 48.1 kcal/mol below the next structure.

=====

1:
Below is C10H18N4O5 in the gas phase, with properties calculated with ωB97M-V with the def2-TZVPD basis set.

E_HOMO = -9.418 eV
HOMO-LUMO gap = 0.354 Eh
SMILES = NC(=O)CC[C@H](NC(=O)[C@@H](N)CCC(N)=O)C(=O)O

Bonds (Å) are listed after each position.
CARTESIAN COORDINATES (ANGSTROEM)
1 N -1.72 0.48 -3.41  C2 1.365, H20 1.068, H21 1.011
2 C -0.86 0.77 -4.43  N1 1.365, O3 1.215, C4 1.512
3 O -1.28 0.92 -5.56  C2 1.215
4 C 0.51 1.22 -4.01  C2 1.512, C5 1.534, H22 1.091, H23 1.095
5 C 0.85 1.04 -2.52  C4 1.534, C6 1.577, H24 1.086, H25 1.090
6 C 1.12 -0.45 -2.08  C5 1.577, N7 1.472, C17 1.549, H26 1.080
7 N 1.06 -0.65 -0.63  C6 1.472, C8 1.339, H27 0.970
8 C -0.12 -0.47 -0.01  N7 1.339, O9 1.227, C10 1.501
9 O -1.12 0.00 -0.55  C8 1.227
10 C -0.09 -0.96 1.41  C8 1.501, N11 1.485, C12 1.515, H28 1.074
11 N 1.24 -1.50 1.75  C10 1.485, H29 0.995, H30 1.010
12 C -0.71 0.08 2.32  C10 1.515, C13 1.529, H31 1.087, H32 1.107
13 C -1.06 -0.45 3.72  C12 1.529, C14 1.531, H33 1.098, H34 1.083
14 C -1.26 0.70 4.71  C13 1.531, N15 1.363, O16 1.237
15 N -2.18 0.51 5.70  C14 1.363, H35 1.068, H36 0.995
16 O -0.63 1.76 4.65  C14 1.237
17 C 2.49 -0.92 -2.63  C6 1.549, O18 1.191, O19 1.363
18 O 2.66 -1.49 -3.67  C17 1.191
19 O 3.53 -0.57 -1.83  C17 1.363, H37 0.955
20 H -1.62 0.47 -2.35  N1 1.068
21 H -2.65 0.30 -3.76  N1 1.011
22 H 0.57 2.26 -4.35  C4 1.091
23 H 1.22 0.68 -4.65  C4 1.095
24 H 0.05 1.44 -1.90  C5 1.086
25 H 1.69 1.67 -2.26  C5 1.090
26 H 0.37 -1.10 -2.51  C6 1.080
27 H 1.69 -1.22 -0.17  N7 0.970
28 H -0.77 -1.79 1.40  C10 1.074
29 H 1.82 -0.82 2.19  N11 0.995
30 H 1.13 -2.24 2.43  N11 1.010
31 H -1.59 0.53 1.86  C12 1.087
32 H 0.04 0.87 2.49  C12 1.107
33 H -0.28 -1.11 4.11  C13 1.098
34 H -1.98 -1.02 3.73  C13 1.083
35 H -2.44 1.39 6.24  N15 1.068
36 H -2.89 -0.19 5.65  N15 0.995
37 H 3.20 -0.11 -1.06  O19 0.955

=====

2:
Below is C10H18N4O5 in the gas phase, with properties calculated with ωB97M-V with the def2-TZVPD basis set.

E_HOMO = -9.728 eV
HOMO-LUMO gap = 0.370 Eh
SMILES = NC(=O)CC[C@H](NC(=O)[C@@H](N)CCC(N)=O)C(=O)O

Bonds (Å) are listed after each position.
CARTESIAN COORDINATES (ANGSTROEM)
1 N 1.78 -0.07 -5.18  C2 1.353, H20 0.978, H21 1.141
2 C 2.32 0.32 -4.00  N1 1.353, O3 1.253, C4 1.546
3 O 3.35 1.03 -3.89  C2 1.253
4 C 1.61 -0.29 -2.77  C2 1.546, C5 1.500, H22 1.116, H23 1.178
5 C 2.49 -0.70 -1.63  C4 1.500, C6 1.532, H24 1.102, H25 1.109
6 C 1.79 -0.81 -0.28  C5 1.532, N7 1.466, C17 1.562, H26 1.064
7 N 1.12 0.41 0.19  C6 1.466, C8 1.332, H27 1.075
8 C -0.16 0.62 0.50  N7 1.332, O9 1.246, C10 1.516
9 O -0.63 1.72 0.83  C8 1.246
10 C -1.11 -0.53 0.79  C8 1.516, N11 1.478, C12 1.544, H28 1.137
11 N -0.60 -1.11 2.05  C10 1.478, H29 1.048, H30 1.001
12 C -2.57 -0.05 0.90  C10 1.544, C13 1.454, H31 1.089, H32 1.161
13 C -2.85 0.75 2.08  C12 1.454, C14 1.542, H33 1.061, H34 1.108
14 C -4.39 0.83 2.16  C13 1.542, N15 1.397, O16 1.221
15 N -5.08 1.77 2.93  C14 1.397, H35 1.075, H36 1.074
16 O -5.08 0.01 1.56  C14 1.221
17 C 2.78 -1.24 0.86  C6 1.562, O18 1.188, O19 1.357
18 O 3.95 -1.15 0.73  C17 1.188
19 O 2.12 -1.56 2.00  C17 1.357, H37 1.042
20 H 0.87 -0.42 -5.24  N1 0.978
21 H 2.05 0.72 -5.96  N1 1.141
22 H 0.85 -1.06 -3.05  C4 1.116
23 H 1.08 0.73 -2.50  C4 1.178
24 H 2.94 -1.68 -1.83  C5 1.102
25 H 3.29 0.07 -1.56  C5 1.109
26 H 1.03 -1.55 -0.27  C6 1.064
27 H 1.68 1.29 -0.06  N7 1.075
28 H -0.99 -1.31 -0.03  C10 1.137
29 H -0.57 -0.46 2.86  N11 1.048
30 H -1.31 -1.80 2.22  N11 1.001
31 H -3.28 -0.87 0.75  C12 1.089
32 H -2.66 0.50 -0.11  C12 1.161
33 H -2.44 0.36 2.98  C13 1.061
34 H -2.45 1.77 2.02  C13 1.108
35 H -6.15 1.75 2.96  N15 1.075
36 H -4.68 2.55 3.55  N15 1.074
37 H 1.10 -1.36 1.94  O19 1.042

=====

So which one is most stable? That would be 1, about 35.6 kcal/mol below the next structure.